No. 1
Density functional theory data (ωB97M-V/def2-TZVPD) for a structure of composition C3H7N3S at a distorted geometry.

Results
LUMO level: -0.36 eV
Energy above the lowest of the compared OMol25 structures with the same formula, charge and spin: 5.025 eV

XYZ file:
```
14
Properties=species:S:1:pos:R:3:forces:R:3
S -0.0167 1.8561 2.3162 1.0 -0.3 -3.9
N 1.6778 0.4295 -1.1142 -1.7 -2.9 -2.4
N -0.2453 -1.6811 -0.9287 -0.3 2.7 0.5
N 0.4202 0.5884 -0.2857 -0.1 -1.8 1.4
C -0.4860 -0.6786 -0.1083 3.7 -0.4 -3.3
C -1.6069 -0.5877 0.8525 -1.2 -1.3 1.1
C 0.5544 1.6401 0.6649 -0.5 -2.7 1.2
H -2.0523 0.4354 0.7071 0.4 -1.0 0.7
H 1.2826 -0.0848 -2.2301 1.7 2.3 4.5
H 0.4380 -1.4489 -1.7538 -1.4 -0.5 2.6
H 2.3644 -0.3696 -0.7077 -2.5 2.0 -0.8
H -2.3457 -1.3433 0.3802 1.0 1.1 1.3
H 1.3684 2.1070 0.1695 0.7 1.8 0.5
H -1.3529 -0.8625 2.0379 -0.6 1.0 -3.5
```
Forces are in eV/Å.

Here are the natural (NBO) charges for atoms 1 to 2, given in e:
1 S -0.151
2 N -0.644

=====

No. 2
Density functional theory data (ωB97M-V/def2-TZVPD) for the molecule C3H7N3S at a distorted geometry.

Results
LUMO level: 0.69 eV
Energy above the lowest of the compared OMol25 structures with the same formula, charge and spin: 4.629 eV

XYZ file:
```
14
Properties=species:S:1:pos:R:3:forces:R:3
S -2.1549 1.5172 0.3598 -0.6 1.4 0.0
N 1.3767 -0.5446 2.0539 0.6 -2.2 -2.3
N -0.7424 0.7732 0.8902 -0.7 0.3 -1.8
N 1.0313 -0.7171 0.5317 -0.3 0.4 0.8
C -0.4607 -0.4127 -1.3117 0.9 0.2 -0.8
C 0.0131 -0.0561 0.0475 1.9 -0.8 2.8
C 0.4631 -0.3570 -2.3863 -1.3 -0.8 2.0
H -0.4750 0.9171 1.8352 0.5 -0.1 0.5
H 2.1423 -1.3207 2.1209 -1.3 2.1 -0.3
H -1.9170 2.9166 0.0654 0.5 -1.9 0.4
H -1.6220 -0.7759 -1.0990 3.1 0.9 -2.0
H 0.0176 -0.7192 -3.3600 1.1 0.6 1.0
H 1.6885 -0.1226 -2.2497 -4.0 -0.5 -0.3
H 0.6393 -1.0983 2.5020 -0.4 0.4 0.0
```
Forces are in eV/Å.

Here are the natural (NBO) charges for atoms 1 to 2, given in e:
1 S 0.169
2 N -0.699

=====

No. 3
Density functional theory data (ωB97M-V/def2-TZVPD) for the molecule C3H7N3S2 at a distorted geometry.

Results
LUMO level: 0.54 eV
Energy above the lowest of the compared OMol25 structures with the same formula, charge and spin: 4.483 eV

XYZ file:
```
15
Properties=species:S:1:pos:R:3:forces:R:3
S 1.4371 -1.6034 0.3505 -1.4 0.0 1.4
S 1.0933 1.8131 -0.4724 0.0 -2.1 -1.1
N -1.4468 -0.0224 0.0908 1.4 -1.9 -3.2
N 0.3497 -1.3191 -0.8667 0.0 0.5 -0.6
N 0.4312 1.2136 1.0103 2.4 1.5 -1.5
C -2.9366 -0.1362 0.0465 0.9 -2.8 -3.6
C -0.5924 0.5276 1.0154 -5.4 0.0 3.7
C -0.7271 -0.6438 -0.9930 -0.3 -0.3 -0.1
H 1.0577 0.5945 -1.3440 0.2 2.3 1.4
H 0.7589 -1.1845 1.5521 0.9 -0.7 -1.5
H -3.4817 -1.1793 0.4599 1.8 2.9 -1.2
H -1.1455 0.5088 2.0139 1.0 -0.2 -0.6
H -1.0815 -0.4966 -2.0647 0.0 -0.3 1.6
H -3.2539 0.7287 0.4695 -1.6 2.2 1.7
H -3.1425 0.0826 -1.1899 0.2 -1.1 3.5
```
Forces are in eV/Å.

Here are the natural (NBO) charges for atoms 1 to 2, given in e:
1 S 0.274
2 S 0.104

=====

No. 4
Density functional theory data (ωB97M-V/def2-TZVPD) for the ion C3H7N4 with charge +1 at a distorted geometry.

Results
LUMO level: -3.97 eV
Net charge: +1
Energy above the lowest of the compared OMol25 structures with the same formula, charge and spin: 2.383 eV

XYZ file:
```
14
Properties=species:S:1:pos:R:3:forces:R:3
N -0.0882 -2.4520 -1.5050 -0.5 -0.2 0.4
N 1.3269 1.5441 0.4979 0.7 -0.4 -1.1
N -1.4861 -0.6204 -0.6796 1.7 1.0 -0.2
N -0.3129 0.4106 1.5493 1.1 -1.1 2.4
C -0.2550 0.2027 -0.8019 -1.1 -1.4 -0.1
C 0.3130 0.7005 0.4226 -0.4 -0.1 0.4
C -0.4584 -1.3513 -1.1040 -0.2 0.5 0.2
H -2.3648 -0.3959 -0.2543 -0.5 -0.6 -0.2
H 0.8689 -2.7078 -1.6904 0.1 0.5 -0.2
H 2.0187 1.6849 -0.2951 -1.3 -0.1 1.7
H 0.3496 0.5255 2.4128 -2.5 -0.6 -1.7
H -0.2834 0.9406 -1.5523 0.2 0.5 -1.3
H -1.0923 -0.3148 1.5391 1.7 1.4 0.2
H 1.4640 1.8333 1.4608 1.0 0.6 -0.6
```
Forces are in eV/Å.

Here are the natural (NBO) charges for atoms 1 to 2, given in e:
1 N -0.614
2 N -0.720

=====

| no. | orbital gap (eV) |
| --- | --- |
| 1 | 8.37 |
| 2 | 9.26 |
| 3 | 8.90 |
| 4 | 9.88 |